Computed, not measured: a molecular structure, C27H21BBrF4N5O2Ti, with the ωB97M-V functional and the def2-TZVPD basis.

Properties
energy relative to the best compared isomer or geometry (same formula, charge and spin): 0.0391 eV
LUMO energy: -7.5 eV
spin multiplicity: 1
total charge: +2
HOMO level: -13.83 eV
total energy: -5313.39540 Eh

Last column: natural (NBO) charge in e.
Cartesian coordinates (Å):
1 Ti -0.2763 -0.6233 0.7101  1.81
2 N 1.5325 3.1248 -0.8218  -0.51
3 C 1.3849 1.9879 -0.1705  0.38
4 N 0.2351 1.5216 0.2615  -0.64
5 C -0.9304 2.2471 -0.0445  0.44
6 N -2.0779 1.8031 0.3397  -0.30
7 N -1.8972 0.6708 1.0972  -0.30
8 C -2.7247 0.4467 2.0421  0.18
9 C -2.3087 -0.4955 3.0673  0.12
10 C -3.1408 -0.8532 4.1043  -0.16
11 C -2.6196 -1.6108 5.1492  -0.11
12 C -1.2859 -1.9496 5.1072  -0.20
13 C -0.5191 -1.5623 4.0112  0.10
14 N -1.0006 -0.8538 2.9952  -0.48
15 C -0.8262 3.4903 -0.7877  -0.17
16 C -1.9446 4.2568 -1.1271  -0.12
17 C -1.7788 5.4351 -1.8218  -0.19
18 C -0.5007 5.8663 -2.1850  -0.13
19 C 0.6155 5.1216 -1.8599  -0.25
20 C 0.4385 3.9345 -1.1630  0.23
21 H 2.4590 3.4087 -1.1071  0.44
22 H 2.2761 1.3995 0.0004  0.23
23 H -3.6201 1.0529 2.1397  0.25
24 H -4.1747 -0.5363 4.0982  0.25
25 H -3.2451 -1.9075 5.9799  0.26
26 H -0.8186 -2.5096 5.9045  0.26
27 H 0.5255 -1.8334 3.9849  0.22
28 H -2.9265 3.9121 -0.8356  0.25
29 H -2.6408 6.0316 -2.0853  0.25
30 H -0.3805 6.7940 -2.7275  0.25
31 H 1.6069 5.4531 -2.1421  0.24
32 C 2.0211 -0.8818 2.0874  -0.31
33 C 1.7224 -2.2130 1.7691  -0.24
34 C 2.5174 -2.9094 0.8603  -0.16
35 C 3.6213 -2.2957 0.3026  -0.16
36 C 3.9481 -0.9809 0.6443  -0.12
37 C 3.1569 -0.2793 1.5305  -0.22
38 H 1.4945 -0.3562 2.8767  0.25
39 H 0.9077 -2.7435 2.2440  0.25
40 H 2.2825 -3.9377 0.6209  0.25
41 H 4.2565 -2.8462 -0.3789  0.24
42 H 4.8437 -0.5281 0.2390  0.23
43 H 3.4438 0.7150 1.8508  0.23
44 F -1.0609 -2.1990 0.6831  -0.50
45 B -2.0715 -4.2113 1.8670  1.48
46 F -1.0003 -4.1687 2.6520  -0.51
47 F -3.1181 -3.4768 2.1913  -0.50
48 F -2.0797 -4.9861 0.8154  -0.47
49 Br -1.9499 -0.7177 -6.4958  0.14
50 C -0.5275 -0.9573 -5.2909  -0.10
51 C 0.7226 -1.3469 -5.7609  -0.16
52 C 1.7803 -1.5320 -4.8783  -0.19
53 C 1.5964 -1.3306 -3.5235  -0.17
54 C 0.3377 -0.9399 -3.0641  -0.16
55 C -0.7327 -0.7517 -3.9405  -0.17
56 C 0.1159 -0.7459 -1.6486  0.80
57 O -1.0074 -0.4019 -1.1482  -0.62
58 O 1.0336 -0.9062 -0.7533  -0.67
59 H 0.8650 -1.5100 -6.8205  0.25
60 H 2.7437 -1.8412 -5.2589  0.24
61 H 2.4048 -1.4825 -2.8210  0.23
62 H -1.7039 -0.4608 -3.5648  0.25

Cartesian forces, eV/Å:
0.093 0.172 0.283
-0.006 -0.022 0.006
0.018 0.013 -0.015
-0.077 -0.012 -0.080
-0.008 -0.021 -0.010
0.019 0.024 -0.001
0.146 -0.067 -0.065
-0.018 0.007 -0.002
0.045 -0.001 0.009
-0.010 -0.002 0.017
-0.039 0.008 -0.007
0.028 -0.004 -0.026
-0.004 -0.030 0.016
-0.095 -0.020 -0.113
0.002 0.013 0.000
-0.003 0.005 0.002
0.007 -0.004 -0.001
-0.004 0.006 -0.002
0.011 -0.005 0.001
-0.016 0.025 -0.012
0.004 -0.001 0.007
0.009 -0.002 0.001
-0.002 -0.004 0.002
0.001 0.002 0.004
0.001 -0.001 -0.002
0.002 0.000 -0.001
0.004 0.005 0.004
0.001 0.000 0.001
0.000 0.001 -0.001
-0.001 0.001 0.000
0.000 0.002 -0.001
0.028 -0.013 0.014
-0.073 -0.009 -0.062
0.006 -0.002 0.023
0.017 0.009 -0.008
-0.004 -0.021 -0.011
-0.012 0.017 0.019
-0.008 0.001 0.010
0.021 -0.009 -0.005
-0.010 0.001 -0.001
0.003 0.004 -0.001
0.000 0.001 -0.001
-0.009 0.004 -0.003
0.037 0.006 0.018
0.039 -0.030 -0.013
0.011 -0.021 0.015
-0.011 0.016 0.017
-0.017 0.008 -0.027
0.006 0.003 -0.002
-0.003 0.002 0.001
0.003 0.002 0.003
0.000 0.003 -0.004
0.008 -0.009 -0.001
-0.002 -0.002 0.030
-0.009 -0.001 -0.016
-0.060 -0.028 0.000
-0.043 -0.009 0.008
-0.029 -0.015 -0.003
0.001 0.001 -0.002
0.001 0.001 -0.002
0.001 0.003 -0.002
0.000 0.002 -0.003